{
  "formula": "C41H52As3N4O4S5Ti",
  "method": "wB97M-V/def2-TZVPD",
  "total_charge": 1,
  "orbital_gap_ev": 6.4,
  "de_lowest_kj_mol": 42.9,
  "energy_ev": -317315.9194,
  "spin_multiplicity": 1,
  "largest_force_ev_per_a": 1.15,
  "e_lumo_ha": -0.1245,
  "elements": ["Ti", "O", "C", "C", "C", "C", "C", "C", "C", "N", "N", "C", "O", "C", "C", "C", "C", "C", "C", "H", "H", "H", "H", "H", "H", "H", "H", "H", "H", "O", "C", "C", "C", "C", "N", "C", "C", "C", "C", "C", "C", "O", "C", "C", "N", "H", "H", "H", "H", "H", "H", "H", "H", "H", "H", "H", "H", "C", "As", "C", "C", "C", "C", "C", "As", "C", "C", "C", "As", "C", "C", "H", "H", "H", "H", "H", "H", "H", "H", "H", "H", "H", "H", "H", "H", "H", "H", "H", "H", "H", "H", "H", "H", "H", "H", "H", "H", "H", "C", "S", "C", "C", "S", "S", "C", "S", "S", "H", "H", "H"],
  "positions_angstrom": [[-0.64753, 0.19309, 0.00874], [-1.29652, 0.36972, -1.68470], [-2.36922, 0.79478, -2.34978], [-2.62085, 0.33838, -3.64249], [-3.76185, 0.76362, -4.29443], [-4.64899, 1.66054, -3.69525], [-4.37303, 2.15118, -2.43934], [-3.22784, 1.72540, -1.74693], [-2.88741, 2.30768, -0.48530], [-1.91046, 1.89586, 0.25288], [-1.60926, 2.74322, 1.31928], [-0.50824, 2.34357, 1.86050], [0.13501, 1.28708, 1.41127], [0.09062, 3.06095, 3.00049], [1.44054, 2.88569, 3.29230], [2.00861, 3.55737, 4.36200], [1.22876, 4.39288, 5.14777], [-0.11999, 4.56234, 4.86355], [-0.69050, 3.90274, 3.78923], [-1.92940, -0.35104, -4.10134], [-3.97224, 0.38655, -5.28535], [-5.54275, 1.96717, -4.21715], [-5.03719, 2.86418, -1.96985], [-3.42497, 3.19103, -0.14695], [2.03739, 2.23427, 2.66946], [3.05944, 3.43178, 4.58207], [1.67212, 4.91442, 5.98406], [-0.72547, 5.21121, 5.48074], [-1.73623, 4.03814, 3.55225], [3.65476, -0.06094, -6.93347], [3.97523, -1.20021, -6.16601], [3.37073, -1.06740, -4.79530], [3.57969, -2.04839, -3.83297], [3.00543, -1.89038, -2.58545], [2.24533, -0.85374, -2.23836], [2.05200, 0.09118, -3.15924], [2.59950, 0.02611, -4.44027], [1.25105, 1.28595, -2.77127], [0.55102, 2.02032, -3.71758], [-0.10193, 3.18757, -3.33848], [-0.98383, 3.92294, -4.31266], [-0.52372, 3.85149, -5.64355], [0.05228, 3.61349, -2.02718], [0.72406, 2.78784, -1.13846], [1.25987, 1.61551, -1.47344], [4.03702, -0.15638, -7.81013], [5.06133, -1.31831, -6.06244], [3.58443, -2.11371, -6.63279], [4.18599, -2.91977, -4.03944], [3.16920, -2.64429, -1.82418], [2.46040, 0.82585, -5.14916], [0.48583, 1.68715, -4.74335], [-1.12764, 4.95759, -3.97971], [-1.96681, 3.44088, -4.31176], [0.27279, 4.38586, -5.72913], [-0.37545, 4.54363, -1.67646], [0.81499, 3.07075, -0.09665], [-3.51630, 0.69570, 2.81809], [-2.22633, -0.56592, 2.09406], [-3.32476, -2.16318, 2.18733], [-1.05814, -0.71014, 3.66637], [0.14130, -1.68118, 3.71978], [-0.29971, -3.07453, 3.29345], [1.34201, -1.15076, 2.93005], [1.45734, -1.11942, 0.96445], [3.12572, -0.14086, 0.85933], [1.93335, -2.95491, 0.55769], [0.54012, -1.70201, 5.21611], [2.18181, -2.50693, 6.00175], [2.69637, -3.97583, 4.80114], [3.54316, -1.20188, 5.42260], [-3.88079, 0.28794, 3.76344], [-4.35331, 0.78485, 2.12400], [-3.07150, 1.67454, 2.97498], [-3.43688, -2.41086, 3.24398], [-2.87336, -2.99322, 1.65200], [-4.30263, -1.93974, 1.76482], [-1.75866, -0.96518, 4.47074], [-0.71157, 0.31203, 3.85579], [-0.60689, -3.11045, 2.24310], [-1.15205, -3.39785, 3.89500], [0.49234, -3.80691, 3.43857], [2.23466, -1.71269, 3.21435], [1.52668, -0.11206, 3.22136], [3.94421, -0.82554, 1.09270], [3.10217, 0.65841, 1.59772], [3.24678, 0.27234, -0.13690], [2.97856, -3.11295, 0.82876], [1.76703, -3.16699, -0.49500], [1.30453, -3.62009, 1.14254], [-0.28250, -2.15830, 5.77414], [0.60524, -0.67055, 5.58053], [2.03336, -4.82814, 4.94029], [3.69707, -4.27599, 5.11201], [2.72871, -3.70957, 3.74528], [3.11562, -0.19941, 5.41766], [3.94520, -1.42098, 4.43397], [4.35970, -1.22005, 6.14196], [-0.30434, -2.67893, -4.17924], [-1.21753, -4.00613, -3.36685], [-2.50310, -3.05778, -2.63346], [-2.43485, -2.35159, -1.48560], [-1.02661, -2.25922, -0.44000], [-3.92784, -1.59695, -0.99395], [-4.91692, -2.06412, -2.34182], [-6.45970, -1.56613, -2.54235], [-4.04843, -3.07096, -3.44883], [0.64184, -3.11053, -4.50015], [-0.10573, -1.87721, -3.46981], [-0.83052, -2.30553, -5.05678]]
}